# 1
Below is a cluster of 5 separate species, C3H14O5 in total at a distorted geometry, with properties calculated with wB97M-V/def2-TZVPD.

Atoms and positions in Å:
C  0.7525  0.5169  2.4513
C  -0.3393  1.0643  1.9502
C  -0.6610  2.1943  1.0698
O  -1.5342  0.3593  2.3106
H  1.7341  0.8546  2.1794
H  0.6402  -0.3419  3.1089
H  -1.4849  2.8290  1.3741
H  0.0925  2.9866  1.1064
H  -0.8148  1.8603  0.0275
H  -2.2549  0.9026  2.0132
O  0.0890  -0.8937  -2.7434
H  -0.6942  -1.1610  -2.2275
H  -0.0363  -1.2618  -3.6213
O  2.3224  -2.7375  -0.8356
H  1.7011  -2.1107  -1.2340
H  2.2201  -2.6070  0.1105
O  0.7334  1.6837  -2.1013
H  1.2868  1.8828  -2.8777
H  0.2718  0.8290  -2.1868
O  -1.4342  -1.5108  -0.5027
H  -1.2417  -2.3958  -0.2078
H  -1.4456  -0.9196  0.2590

## Properties
Highest occupied orbital energy   -9.23 eV
2S+1   1
SMILES string   C=C(C)O.O.O.O.O
Gap between HOMO and LUMO   9.66 eV
M   130.14 g/mol
LUMO energy   0.42 eV

Atomic partial charges in e from the Löwdin method, atoms 1 to 6: C 0.05; C -0.43; C -0.04; O -0.03; H 0.06; H 0.07

=====

# 2
Below is a structure of composition C2H3FN at a distorted geometry, with properties calculated with wB97M-V/def2-TZVPD.

Atoms and positions in Å:
C  0.3722  0.0891  -0.0961
C  -0.9923  -0.1572  0.0097
N  1.4573  0.3628  -0.2706
F  3.0097  -0.0252  0.0655
H  -1.6552  0.8408  -0.2596
H  -1.1007  -0.0657  1.1689
H  -1.0911  -1.0446  -0.6178

## Properties
Highest occupied orbital energy (spin up / spin down)   -17.93 / -19.13 eV
2S+1   3
Total charge   +1
Expectation value of S²   2.01
Gap between HOMO and LUMO (spin up / spin down)   13.24 / 7.24 eV
M   60.05 g/mol
LUMO energy (spin up / spin down)   -4.69 / -11.90 eV

Atomic partial charges in e from the Löwdin method, atoms 1 to 6: C -0.05; C 0.04; N 0.31; F 0.16; H 0.22; H 0.18

=====

# 3
Below is the molecule C9H11NOS2 at a distorted geometry, with properties calculated with wB97M-V/def2-TZVPD.

Atoms and positions in Å:
C  2.0654  1.2380  -0.4774
C  0.8713  0.6186  -0.7419
C  -1.0264  -1.5348  -1.0187
C  2.7110  1.6643  0.8217
C  2.4447  1.1486  2.1669
C  1.3929  0.0497  2.2172
C  -0.1996  0.3518  0.1982
C  -2.1951  -2.1373  -1.6682
C  -2.6050  0.2066  -0.1890
N  -1.2828  -0.3910  -0.2725
O  0.1073  -1.9877  -1.0235
S  4.0738  0.6399  1.4195
S  -0.1741  0.7222  1.8916
H  2.6404  1.4732  -1.4563
H  0.6329  0.1151  -1.7765
H  2.7423  2.7672  0.9185
H  2.5791  1.8696  3.0329
H  1.6206  -0.8156  1.7729
H  -2.7542  -2.4664  -0.8594
H  -2.7530  -1.4638  -2.2353
H  -1.9963  -3.1004  -2.3283
H  -3.1797  -0.2334  0.7514
H  -2.5187  1.2654  -0.1120
H  -3.1970  0.0003  -1.0316

## Properties
Highest occupied orbital energy (spin up / spin down)   -8.31 / -7.46 eV
2S+1   1
Gap between HOMO and LUMO (spin up / spin down)   7.70 / 6.98 eV
M   213.33 g/mol
LUMO energy (spin up / spin down)   -0.61 / -0.48 eV

Atomic partial charges in e from the Löwdin method, atoms 1 to 6: C -0.10; C -0.10; C -0.50; C -0.62; C -0.59; C -0.36

=====

# 4
Below is a cluster of 5 separate species, C21H28BBr2Cl12F2N2O7P in total at a distorted geometry, with properties calculated with wB97M-V/def2-TZVPD.

Atoms and positions in Å:
C  1.0756  6.7642  1.2577
C  1.7576  5.5973  0.8063
C  2.5052  4.3103  0.1396
C  1.5976  2.9430  -0.0115
B  0.3270  3.3410  -1.0042
N  -0.9805  2.5931  -1.1550
O  0.3398  4.5698  -1.8835
O  2.4466  2.3399  -1.1062
C  2.1129  0.9349  -1.0975
O  2.0851  0.2023  -2.2022
C  1.9388  0.5165  0.5189
C  1.0338  -0.8152  0.3675
C  -0.3687  -0.7761  -0.4429
C  -1.7390  -0.8846  0.5113
C  -1.9048  -2.3924  1.1718
C  -3.0281  -0.7202  -0.5373
C  3.4235  -0.1123  0.7367
Br  4.9706  1.2303  0.7445
C  3.6242  -1.3536  1.7671
C  5.2741  -1.4827  2.0253
Br  2.7628  -1.4121  3.5101
C  1.3938  1.9045  1.2772
N  0.0876  1.6506  1.9033
C  -0.8750  2.7409  2.1900
O  -2.0899  2.3275  2.6629
F  -0.7901  4.1997  2.0161
C  0.0535  0.8749  3.1913
O  0.1930  1.4056  4.4435
F  -0.4118  -0.5590  3.3386
P  2.4296  2.7349  2.6195
O  3.3980  1.7817  3.6252
O  1.7048  3.9471  3.5633
H  0.4970  7.7084  1.6406
H  3.6184  4.1231  0.5305
H  2.7396  4.6398  -0.9901
H  -1.1655  1.8956  -0.4127
H  -1.1033  2.1739  -2.1143
H  0.3344  4.1578  -2.8150
H  1.7272  -1.5652  -0.2633
H  0.8324  -1.4373  1.3493
H  -0.4292  -1.8095  -1.0482
H  -0.4840  0.0297  -1.2801
H  -1.8463  -0.0084  1.2716
H  -2.0146  -2.3013  2.3382
H  -0.9315  -3.0206  0.8907
H  -2.8328  -2.9780  0.7354
H  -3.3063  0.3999  -0.7397
H  -2.7321  -1.2458  -1.5556
H  -3.9485  -1.2976  -0.0996
H  3.6787  -0.6351  -0.3214
H  3.3602  -2.3666  1.1898
H  5.8923  -1.5317  1.0347
H  5.4154  -2.5527  2.5373
H  5.6666  -0.7114  2.8194
H  2.9528  1.3760  4.4291
H  2.3559  4.7351  3.5772
Cl  -5.6255  -4.3733  -0.8535
C  -4.1828  -5.0597  -1.6197
Cl  -3.2199  -3.7855  -2.3870
Cl  -3.2098  -5.9453  -0.4329
H  -4.5047  -5.7614  -2.3935
Cl  -3.2098  8.4924  1.3345
C  -3.0240  6.7346  1.4584
Cl  -2.9970  6.2299  3.1566
Cl  -4.3253  5.9084  0.5845
H  -2.0711  6.4559  1.0011
Cl  -1.0483  -5.7912  -3.7067
C  0.5178  -5.0425  -3.3511
Cl  0.3234  -3.7109  -2.1984
Cl  1.6552  -6.2476  -2.7234
H  0.9245  -4.6366  -4.2808
Cl  -3.6445  -7.2061  -4.6687
C  -3.8036  -7.8655  -6.3057
Cl  -2.2582  -7.7715  -7.1672
Cl  -4.3832  -9.5389  -6.2486
H  -4.5378  -7.2651  -6.8489

## Properties
Highest occupied orbital energy   -7.80 eV
2S+1   1
SMILES string   C#CC[C@@]1(B(N)O)OC(=O)[C@@](CCC(C)C)([C@@H](Br)[C@@H](C)Br)[C@@]1(N(C(=O)F)C(=O)F)P(O)O.ClC(Cl)Cl.ClC(Cl)Cl.ClC(Cl)Cl.ClC(Cl)Cl
Gap between HOMO and LUMO   6.03 eV
M   1085.49 g/mol
LUMO energy   -1.77 eV

Atomic partial charges in e from the Löwdin method, atoms 1 to 6: C 0.08; C -0.07; C -0.18; C -0.23; B -0.40; N 0.16

=====

# 5
Below is a structure of composition C7H23N7O4Pb at a distorted geometry, with properties calculated with wB97M-V/def2-TZVPD.

Atoms and positions in Å:
Pb  35.8146  -0.7585  11.1399
C  34.3929  2.2057  12.6703
O  34.4402  0.9972  12.3746
N  35.4958  2.9887  12.6319
N  33.2410  2.8354  12.9859
H  36.3891  2.5762  12.4369
H  35.4405  3.9507  12.9164
H  33.2875  3.7157  13.4725
H  32.4236  2.2745  13.1572
C  38.9567  -2.6323  10.0107
O  37.9605  -2.3410  10.6720
N  39.4750  -3.8939  10.0041
N  39.5791  -1.7834  9.1403
H  40.2940  -4.0915  9.4551
H  39.2220  -4.5115  10.7551
H  40.4632  -2.0002  8.7159
H  39.2178  -0.8486  9.1471
C  38.6332  0.7397  12.8427
O  37.4116  0.5134  12.7475
N  39.2917  0.4743  13.9989
N  39.4082  1.2152  11.8353
H  38.7863  0.1150  14.7878
H  40.2006  0.8902  14.1093
H  40.4024  1.1617  11.9667
H  38.9853  1.4452  10.9580
C  33.2236  0.5553  9.2525
C  32.9459  -0.9070  9.6279
C  33.7306  -1.8574  8.7307
O  35.1436  -1.7418  9.0039
C  35.9016  -2.5565  8.0849
N  33.3404  -1.1676  11.0393
H  32.5836  0.8368  8.4149
H  34.2617  0.7559  8.9844
H  32.8958  1.2192  10.0547
H  31.8832  -1.0681  9.4378
H  33.5837  -1.5453  7.6950
H  33.4150  -2.8946  8.8676
H  35.6826  -3.6102  8.2649
H  36.9542  -2.3446  8.2222
H  35.5886  -2.3338  7.0635
H  32.9707  -2.1017  11.2193
H  32.9392  -0.5246  11.7151

## Properties
Highest occupied orbital energy   -15.87 eV
2S+1   1
Total charge   +2
Gap between HOMO and LUMO   8.94 eV
M   476.51 g/mol
LUMO energy   -6.93 eV

Atomic partial charges in e from the Löwdin method, atoms 1 to 6: Pb 1.76; C -0.62; O -0.17; N 0.20; N 0.20; H 0.08

=====

# 6
Below is a cluster of 2 separate species, C6H14NO in total at a distorted geometry, with properties calculated with wB97M-V/def2-TZVPD.

Atoms and positions in Å:
C  1.3464  0.8781  2.2440
C  0.1298  1.0570  1.8846
C  -0.6862  -1.4440  -1.3859
C  1.7595  -0.6931  -1.2932
C  -2.0386  0.4485  2.4975
C  0.3066  -0.3422  -1.1640
N  -0.0099  0.7963  -2.1144
O  -1.1055  1.2864  1.7990
H  1.7337  1.2073  3.2055
H  2.0773  0.4118  1.6024
H  -0.6444  -1.8594  -2.4007
H  -1.7021  -1.0904  -1.2118
H  -0.4883  -2.2547  -0.6916
H  2.3920  0.1412  -0.9822
H  1.9833  -1.5444  -0.6590
H  2.0484  -0.9630  -2.3179
H  -2.9079  0.3310  1.8532
H  -2.3345  0.9539  3.4182
H  -1.6047  -0.5244  2.7303
H  0.6900  1.5364  -2.0013
H  -0.9407  1.1715  -1.9048
H  -0.0043  0.4963  -3.1080

## Properties
Highest occupied orbital energy (spin up / spin down)   -11.59 / -9.93 eV
2S+1   1
Total charge   +1
Gap between HOMO and LUMO (spin up / spin down)   8.49 / 5.38 eV
M   116.18 g/mol
LUMO energy (spin up / spin down)   -3.10 / -4.54 eV

Atomic partial charges in e from the Löwdin method, atoms 1 to 6: C 0.07; C -0.11; C -0.10; C -0.10; C 0.01; C -0.38

=====

# 7
Below is a structure of composition C12H12BN6SrTe4 at a distorted geometry, with properties calculated with wB97M-V/def2-TZVPD.

Atoms and positions in Å:
Sr  -0.8137  -0.5877  1.4877
B  -1.4735  1.4543  0.3549
N  -0.1213  1.3814  1.0704
C  0.8636  2.3698  0.6548
C  2.0408  1.9392  1.1537
C  1.6239  0.7134  2.0024
N  0.2403  1.0335  2.3674
N  -2.0383  0.1222  -0.1299
C  -2.6066  0.2968  -1.3412
C  -3.6945  -0.5238  -1.4330
C  -3.7993  -1.1218  -0.1396
N  -2.8729  -0.6595  0.6348
H  -2.2752  2.2733  0.7281
H  -1.0524  2.0028  -0.7129
H  0.6166  3.0986  -0.0927
H  3.0331  2.2422  0.8694
H  2.2754  0.3725  2.7982
H  -2.1441  0.8996  -2.1000
H  -4.3090  -0.6521  -2.3073
H  -4.5018  -1.8288  0.2743
Te  -1.6306  -2.6013  2.7566
Te  -1.7197  -4.8780  1.5830
Te  -0.8357  -4.5028  -0.8649
Te  -0.3106  -1.8974  -0.9519
N  5.2698  -0.1582  -2.0511
C  4.2620  -0.0730  -1.5007
C  2.9880  0.0569  -0.8535
C  1.9549  0.8280  -1.5581
C  0.6639  0.6313  -1.1768
N  0.2694  0.2011  0.0941
C  1.3474  -0.3794  0.8791
C  2.5436  -0.8205  0.1079
H  2.0838  1.1535  -2.5818
H  -0.0451  0.5146  -1.9829
H  1.0013  -1.3338  1.3816
H  3.1664  -1.5669  0.5802

## Properties
Highest occupied orbital energy   -2.84 eV
2S+1   1
Total charge   -1
Gap between HOMO and LUMO   4.60 eV
M   849.10 g/mol
LUMO energy   1.76 eV

Atomic partial charges in e from the Löwdin method, atoms 1 to 6: Sr 0.85; B -0.54; N -0.28; C -0.03; C 0.03; C -0.20

=====

# 8
Below is the ion C22H18N3S with charge +1 at a distorted geometry, with properties calculated with wB97M-V/def2-TZVPD.

Atoms and positions in Å:
N  -1.4598  -0.6494  -1.1418
S  -2.3391  -1.2269  1.2460
C  -2.5984  -0.9813  -0.4504
C  -0.7176  -0.9795  0.9945
C  0.0938  -0.8461  2.2387
C  1.2356  -0.1384  2.2609
C  3.6719  1.2425  5.5112
C  -4.1653  0.3374  -5.0037
C  3.3542  0.5191  -1.7561
C  3.8832  1.5636  4.1552
C  2.4865  0.3645  5.8228
C  -4.6518  -0.9030  -4.6779
C  -3.4144  1.0954  -4.0796
C  2.3292  1.4249  -1.6599
C  3.0698  -0.7585  -1.4306
C  3.1560  0.9273  3.1267
C  1.8307  -0.2188  4.7392
C  -4.4648  -1.5354  -3.4074
C  -3.3759  0.6060  -2.8076
C  1.0904  1.1009  -1.0965
C  1.8798  -1.2116  -0.8836
C  2.1086  0.1139  3.4171
C  -3.8378  -0.7017  -2.4478
C  0.8733  -0.2260  -0.6476
N  -3.8439  -1.1654  -1.1306
N  -0.4455  -0.6902  -0.2219
H  -0.2647  -1.4534  3.0726
H  1.2837  0.5220  1.3526
H  4.3365  1.7285  6.1706
H  -4.3675  0.7652  -6.0125
H  4.3143  0.7947  -2.1911
H  4.7562  2.1366  3.8070
H  2.1564  -0.0197  6.7843
H  -5.2878  -1.5398  -5.2944
H  -2.9918  2.1332  -4.3543
H  2.5746  2.4549  -2.0270
H  3.9129  -1.4674  -1.4820
H  3.5289  1.1124  2.1642
H  0.9403  -0.9335  4.8138
H  -4.9226  -2.4865  -3.1748
H  -3.0651  1.2508  -1.9960
H  0.2463  1.8504  -1.0144
H  1.6987  -2.2607  -0.6272
H  -4.5982  -1.6508  -0.6607

## Properties
Highest occupied orbital energy   -11.24 eV
2S+1   1
Total charge   +1
Gap between HOMO and LUMO   7.43 eV
M   356.47 g/mol
LUMO energy   -3.81 eV

Atomic partial charges in e from the Löwdin method, atoms 1 to 6: N 0.16; S 1.23; C -0.48; C -0.53; C -0.07; C 0.00

=====

no.,calculated total energy (eV)
1,-13574.952
2,-6313.670
3,-34714.623
4,-345283.049
5,-31490.927
6,-9974.719
7,-52252.234
8,-38402.346